1.
# C20H28NO2RuS

A structure of composition C20H28NO2RuS at a distorted geometry (the ωB97M-V functional and the def2-TZVPD basis, the Open Molecules 2025 dataset).

Output
* spin multiplicity: 6
* energy relative to the best compared isomer or geometry (same formula, charge and spin): 0.0000 eV
* HOMO-LUMO gap (spin up / spin down): 7.17 / 6.24 eV
* E_HOMO (spin up / spin down): -0.2451 / -0.2983 Eh
* LUMO energy (spin up / spin down): 0.5 / -1.9 eV
* net charge: 0

Cartesian coordinates (Å):
O (-0.148, -0.005, -2.768)
C (-0.064, 1.230, -3.571)
C (0.207, 0.553, -4.894)
H (0.803, 1.826, -3.274)
H (-0.983, 1.828, -3.526)
C (0.142, -0.720, -4.011)
H (1.187, 0.826, -5.296)
H (-0.606, 0.635, -5.617)
C (1.456, -1.451, -3.940)
H (2.225, -0.800, -3.512)
H (1.756, -1.772, -4.946)
H (1.351, -2.337, -3.309)
C (-1.005, -1.601, -4.472)
H (-1.943, -1.041, -4.486)
H (-1.121, -2.461, -3.811)
H (-0.798, -1.969, -5.487)
Ru (-0.545, -0.584, 2.440)
C (-2.243, -0.862, 3.901)
C (-2.428, 0.562, 3.973)
C (-2.667, 1.045, 2.672)
H (-2.429, 1.130, 4.886)
C (-2.646, -0.054, 1.750)
C (-2.492, -1.267, 2.526)
H (-2.636, -2.278, 2.157)
H (-2.057, -1.524, 4.741)
H (-2.868, 2.078, 2.398)
H (-2.831, -0.029, 0.685)
C (1.057, -2.125, 4.023)
C (0.015, -2.605, 3.154)
C (0.374, -2.252, 1.782)
H (-0.778, -3.298, 3.428)
C (1.562, -1.414, 1.877)
C (1.992, -1.405, 3.247)
H (2.936, -1.000, 3.593)
H (1.104, -2.307, 5.089)
H (-0.039, -2.681, 0.881)
H (2.125, -1.050, 1.024)
O (1.985, 1.335, -1.427)
C (1.073, 0.737, -0.485)
C (-0.153, 1.641, -0.350)
H (1.581, 0.736, 0.499)
H (0.863, -0.294, -0.806)
C (0.513, 3.027, -0.449)
H (-0.682, 1.466, 0.600)
H (-0.847, 1.476, -1.187)
C (1.818, 2.773, -1.232)
H (0.710, 3.393, 0.577)
H (-0.105, 3.754, -0.979)
H (2.690, 3.179, -0.678)
H (1.770, 3.269, -2.209)
S (0.546, 1.262, 3.472)
C (0.604, 0.839, 5.098)
N (0.668, 0.590, 6.250)

=====

2.
# C4H4O

The molecule C4H4O at a distorted geometry (the ωB97M-V functional and the def2-TZVPD basis, the Open Molecules 2025 dataset).

Output
* spin multiplicity: 1
* energy relative to the best compared isomer or geometry (same formula, charge and spin): 4.3525 eV
* HOMO-LUMO gap: 8.51 eV
* E_HOMO: -0.3274 Eh
* LUMO energy: -0.4 eV
* net charge: 0

Cartesian coordinates (Å):
C (-1.578, 0.120, -0.037)
C (-0.324, -0.597, -0.083)
C (0.819, -0.332, -0.429)
C (2.070, -0.004, 0.042)
O (3.019, 0.683, -0.267)
H (-1.285, 1.171, -0.167)
H (-2.089, -0.011, 0.912)
H (-2.203, -0.193, -0.865)
H (1.570, -0.836, 0.894)

=====

3.
# C7H11N4O3S6SbV

A structure of composition C7H11N4O3S6SbV at a distorted geometry (the ωB97M-V functional and the def2-TZVPD basis, the Open Molecules 2025 dataset).

Output
* spin multiplicity: 1
* HOMO-LUMO gap: 7.17 eV
* E_HOMO: -0.4542 Eh
* LUMO energy: -5.2 eV
* net charge: +1

Cartesian coordinates (Å):
V (1.297, 1.429, 1.575)
S (1.973, 4.902, 4.574)
Sb (2.212, 4.786, 2.396)
S (3.239, 1.572, 1.347)
S (0.302, 3.352, 1.484)
S (3.142, 5.792, 0.713)
N (0.614, -0.438, 1.716)
N (-0.491, 0.258, 2.280)
C (-0.219, 0.944, 3.367)
N (-1.178, 1.536, 4.122)
S (1.409, 1.193, 3.858)
H (0.346, -0.969, 0.933)
H (1.270, -0.930, 2.314)
H (-0.116, -4.655, -4.943)
H (-2.224, 1.358, 3.980)
H (-0.938, 2.047, 4.981)
N (0.143, 1.238, -0.397)
C (-0.209, 0.052, -1.186)
C (0.775, -0.773, -1.673)
C (0.543, -1.836, -2.499)
C (-0.765, -2.117, -2.833)
C (-1.761, -1.330, -2.305)
C (-1.532, -0.131, -1.601)
S (-1.338, -3.840, -3.263)
O (-2.275, -3.728, -4.327)
O (-0.003, -4.501, -3.895)
O (-1.632, -4.416, -1.993)
H (0.383, 1.983, -1.076)
H (-0.812, 1.474, 0.044)
H (1.695, -0.627, -1.179)
H (1.392, -2.480, -2.742)
H (-2.864, -1.650, -2.445)
H (-2.379, 0.508, -1.325)

=====

4.
# C25H34MoN6O4

A structure of composition C25H34MoN6O4 at a distorted geometry (the ωB97M-V functional and the def2-TZVPD basis, the Open Molecules 2025 dataset).

Output
* spin multiplicity: 1
* energy relative to the best compared isomer or geometry (same formula, charge and spin): 0.2756 eV
* HOMO-LUMO gap: 7.02 eV
* E_HOMO: -0.5018 Eh
* LUMO energy: -6.6 eV
* net charge: +2

Cartesian coordinates (Å):
Mo (1.075, -1.096, -0.820)
O (2.129, -1.561, -2.153)
C (2.191, -2.298, -3.324)
C (3.414, -2.588, -3.880)
C (3.433, -3.349, -5.043)
C (2.250, -3.785, -5.627)
C (1.030, -3.457, -5.058)
C (0.980, -2.707, -3.884)
C (-0.292, -2.283, -3.332)
N (-0.420, -1.691, -2.202)
N (-1.704, -1.219, -1.910)
C (-1.710, -0.635, -0.767)
O (-0.615, -0.662, 0.007)
C (-2.881, 0.109, -0.295)
C (-3.050, 0.333, 1.070)
C (-4.167, 1.015, 1.524)
C (-5.108, 1.480, 0.613)
C (-4.932, 1.267, -0.749)
C (-3.822, 0.580, -1.209)
H (4.323, -2.230, -3.418)
H (4.383, -3.595, -5.497)
H (2.279, -4.373, -6.533)
H (0.106, -3.777, -5.522)
H (-1.196, -2.421, -3.918)
H (-2.320, -0.049, 1.773)
H (-4.315, 1.167, 2.584)
H (-5.989, 1.999, 0.966)
H (-5.668, 1.630, -1.454)
H (-3.676, 0.403, -2.265)
N (1.961, 0.121, 0.827)
C (1.357, 1.490, 0.902)
C (2.384, 2.444, 1.535)
C (2.127, 3.953, 1.629)
C (0.929, 4.417, 2.456)
N (-0.288, 4.376, 1.654)
C (-1.383, 5.073, 1.893)
N (-2.354, 5.098, 0.975)
N (-1.552, 5.727, 3.045)
C (0.846, 1.869, -0.501)
O (0.279, 2.938, -0.664)
O (0.981, 0.965, -1.399)
H (1.944, -0.328, 1.740)
H (2.950, 0.228, 0.587)
H (0.468, 1.395, 1.532)
H (3.320, 2.327, 0.979)
H (2.582, 2.072, 2.546)
H (2.071, 4.398, 0.635)
H (3.016, 4.371, 2.105)
H (1.118, 5.447, 2.770)
H (0.817, 3.805, 3.357)
H (-0.183, 3.950, 0.723)
H (-2.213, 4.660, 0.079)
H (-3.196, 5.628, 1.113)
H (-0.829, 5.739, 3.742)
H (-2.353, 6.314, 3.199)
C (0.356, -2.438, 2.454)
C (0.720, -3.435, 1.353)
C (-0.555, -4.181, 0.882)
C (1.742, -4.446, 1.885)
C (1.217, -2.812, 0.086)
H (-0.181, -2.954, 3.250)
H (-0.283, -1.635, 2.089)
H (1.258, -2.018, 2.910)
H (-0.953, -4.740, 1.730)
H (-0.336, -4.892, 0.084)
H (-1.319, -3.485, 0.535)
H (1.349, -4.930, 2.780)
H (2.681, -3.960, 2.154)
H (1.954, -5.222, 1.149)
H (1.821, -3.536, -0.477)

=====

5.
# C31H43BrCaN6O3S3Te

A structure of composition C31H43BrCaN6O3S3Te (the ωB97M-V functional and the def2-TZVPD basis, the Open Molecules 2025 dataset).

Output
* spin multiplicity: 1
* energy relative to the best compared isomer or geometry (same formula, charge and spin): 0.0000 eV
* HOMO-LUMO gap: 5.12 eV
* E_HOMO: -0.0539 Eh
* LUMO energy: 3.7 eV
* net charge: -2

Cartesian coordinates (Å):
Ca (2.032, -0.995, 1.318)
O (1.421, 3.665, -1.101)
C (0.142, 3.419, -1.437)
C (-0.608, 4.459, -1.981)
C (-1.911, 4.236, -2.400)
C (-2.482, 2.975, -2.284)
C (-1.741, 1.951, -1.706)
C (-0.445, 2.156, -1.261)
C (0.335, 1.026, -0.621)
O (0.641, 1.185, 0.750)
N (1.609, 0.951, -1.325)
N (2.317, -0.248, -0.946)
C (3.414, -0.391, -1.724)
C (4.303, -1.382, -1.739)
Br (4.632, -1.895, 2.034)
C (4.959, -2.452, -2.127)
C (4.486, -3.388, -3.171)
C (5.310, -4.424, -3.614)
C (4.889, -5.312, -4.595)
C (3.625, -5.187, -5.154)
C (2.789, -4.165, -4.713)
C (3.212, -3.280, -3.737)
H (1.845, 2.787, -0.949)
H (-0.140, 5.431, -2.079)
H (-2.479, 5.052, -2.833)
H (-3.491, 2.790, -2.628)
H (-2.185, 0.971, -1.566)
H (-0.244, 0.093, -0.731)
H (1.366, 0.875, -2.314)
H (3.653, 0.440, -2.400)
H (5.901, -2.735, -1.654)
H (6.296, -4.530, -3.175)
H (5.550, -6.107, -4.921)
H (3.289, -5.882, -5.914)
H (1.792, -4.067, -5.127)
H (2.557, -2.494, -3.379)
C (4.583, 1.627, 3.214)
S (3.704, 2.367, 1.824)
C (4.788, 1.838, 0.482)
H (4.790, 0.575, 3.020)
H (3.920, 1.692, 4.077)
H (5.509, 2.164, 3.429)
H (5.777, 2.295, 0.565)
H (4.327, 2.154, -0.454)
H (4.882, 0.751, 0.472)
Te (-0.578, 2.334, 1.943)
S (1.486, -0.369, 4.138)
C (-0.175, -0.746, 4.204)
N (-0.689, -1.802, 3.588)
C (-2.121, -2.017, 3.425)
C (-2.895, -1.395, 4.571)
C (-2.434, 0.039, 4.741)
N (-0.993, 0.046, 4.949)
H (-0.083, -2.267, 2.863)
H (-2.295, -3.093, 3.378)
H (-2.450, -1.585, 2.475)
H (-2.709, -1.952, 5.494)
H (-3.964, -1.426, 4.356)
H (-2.908, 0.508, 5.606)
H (-2.691, 0.617, 3.846)
H (-0.567, 0.947, 5.109)
C (-3.394, 4.757, 1.005)
C (-4.297, 3.701, 0.463)
C (-5.381, 3.954, -0.331)
C (-6.057, 2.840, -0.857)
N (-5.734, 1.601, -0.578)
C (-4.694, 1.339, 0.267)
S (-4.311, -0.203, 0.754)
N (-3.995, 2.423, 0.764)
C (-7.197, 3.025, -1.817)
H (-3.781, 5.747, 0.771)
H (-2.399, 4.630, 0.566)
H (-3.279, 4.655, 2.085)
H (-5.655, 4.966, -0.590)
H (-3.095, 2.302, 1.276)
H (-7.425, 4.078, -1.979)
H (-8.082, 2.515, -1.438)
H (-6.941, 2.563, -2.772)
C (-0.544, -3.258, -0.486)
C (0.130, -3.784, 0.783)
C (1.133, -4.885, 0.443)
O (0.749, -2.759, 1.473)
H (-1.051, -4.053, -1.043)
H (0.213, -2.803, -1.133)
H (-1.277, -2.488, -0.230)
H (-0.665, -4.244, 1.408)
H (1.930, -4.470, -0.180)
H (0.662, -5.716, -0.093)
H (1.592, -5.264, 1.358)

=====

6.
# C3H2N2O2

A cluster of 2 separate species, C3H2N2O2 in total at a distorted geometry (the ωB97M-V functional and the def2-TZVPD basis, the Open Molecules 2025 dataset).

Output
* spin multiplicity: 1
* energy relative to the best compared isomer or geometry (same formula, charge and spin): 1.8263 eV
* HOMO-LUMO gap: 10.96 eV
* E_HOMO: -0.3895 Eh
* LUMO energy: 0.4 eV
* net charge: 0

Cartesian coordinates (Å):
C (0.300, 2.354, 0.379)
C (0.427, -1.734, 0.555)
C (-0.729, -0.502, -1.324)
N (-0.458, 1.663, -0.125)
N (-0.207, -1.158, -0.492)
O (-1.247, 0.303, -1.972)
O (0.310, -1.127, 1.617)
H (0.973, 2.999, 1.000)
H (0.630, -2.798, 0.361)

=====

7.
# C20H22AuClN2O8Sb

A structure of composition C20H22AuClN2O8Sb at a distorted geometry (the ωB97M-V functional and the def2-TZVPD basis, the Open Molecules 2025 dataset).

Output
* spin multiplicity: 1
* energy relative to the best compared isomer or geometry (same formula, charge and spin): 0.3297 eV
* HOMO-LUMO gap: 5.28 eV
* E_HOMO: -0.1571 Eh
* LUMO energy: 1.0 eV
* net charge: -1

Cartesian coordinates (Å):
Au (-10.858, -2.181, 15.553)
Cl (-16.546, -2.106, 19.462)
C (-15.444, -1.786, 18.256)
C (-15.728, -2.199, 16.903)
C (-14.771, -1.908, 15.916)
C (-13.518, -1.362, 16.211)
O (-12.617, -1.200, 15.245)
C (-13.315, -0.861, 17.602)
C (-12.284, 0.163, 17.816)
O (-11.426, 0.438, 16.975)
C (-14.233, -1.176, 18.555)
H (-16.693, -2.629, 16.622)
H (-15.057, -2.053, 14.838)
H (-12.282, 0.793, 18.776)
H (-14.124, -0.877, 19.611)
O (-7.963, -5.794, 15.730)
C (-9.065, -5.241, 15.461)
O (-9.433, -4.190, 16.161)
C (-9.957, -5.820, 14.479)
C (-9.620, -7.020, 13.796)
C (-10.512, -7.514, 12.809)
C (-11.781, -6.977, 12.594)
C (-12.029, -5.797, 13.316)
C (-11.281, -5.319, 14.323)
N (-13.364, -5.187, 13.069)
O (-13.825, -4.292, 13.766)
O (-14.009, -5.716, 12.154)
N (-10.235, -8.662, 12.067)
O (-10.932, -9.021, 11.086)
O (-9.243, -9.272, 12.455)
H (-8.745, -7.612, 14.020)
H (-12.509, -7.373, 11.880)
H (-11.741, -4.641, 15.033)
C (-5.367, -2.095, 14.823)
C (-6.481, -3.055, 15.398)
Sb (-8.318, -2.039, 16.110)
C (-8.352, 0.116, 15.797)
C (-7.034, 0.793, 16.233)
C (-8.358, -2.222, 18.367)
C (-7.741, -3.595, 18.763)
H (-4.373, -2.515, 14.919)
H (-5.388, -1.108, 15.273)
H (-5.492, -1.928, 13.741)
H (-6.128, -3.637, 16.236)
H (-6.900, -3.804, 14.705)
H (-9.239, 0.387, 16.411)
H (-8.522, 0.120, 14.701)
H (-6.719, 0.518, 17.238)
H (-7.247, 1.847, 16.186)
H (-6.224, 0.584, 15.513)
H (-9.386, -2.048, 18.613)
H (-7.776, -1.342, 18.785)
H (-8.370, -3.932, 19.633)
H (-6.674, -3.576, 19.053)
H (-8.024, -4.377, 18.036)

=====

8.
# C4H7BO2S

The molecule C4H7BO2S at a distorted geometry (the ωB97M-V functional and the def2-TZVPD basis, the Open Molecules 2025 dataset).

Output
* spin multiplicity: 1
* energy relative to the best compared isomer or geometry (same formula, charge and spin): 1.4681 eV
* HOMO-LUMO gap: 8.19 eV
* E_HOMO: -0.3159 Eh
* LUMO energy: -0.4 eV
* net charge: 0

Cartesian coordinates (Å):
B (-1.570, -0.266, -0.083)
C (0.742, 0.730, -0.601)
C (0.501, -1.121, 1.046)
C (-0.018, -0.220, 0.003)
C (2.262, 0.878, -0.321)
O (-2.119, -1.450, -0.360)
O (-2.403, 0.830, -0.090)
S (-0.498, -1.581, 2.229)
H (0.161, 1.503, -1.204)
H (1.562, -1.245, 1.036)
H (2.242, 1.884, 0.126)
H (2.857, 0.991, -1.243)
H (2.658, -0.019, 0.268)
H (-3.072, -1.440, -0.594)
H (-3.305, 0.525, -0.211)

=====

Sequential calculated total energy output: -40189.152, -6255.027, -116769.548, -45451.681, -176213.474, -10216.363, -63202.820, -19869.171 eV